Run a
Here is a cluster of 2 separate species, H3S3 in total from OMol25. Energies are from ωB97M-V/def2-TZVPD.

The geometry in XYZ format:
```
6
Properties=species:S:1:pos:R:3:nbo_charge:R:1
S -1.185 -0.914 -0.695 -0.1678
H -0.373 -1.563 -1.658 0.1328
S 1.378 -0.070 1.843 -0.9048
S -0.259 0.992 -1.194 -0.3917
H 1.310 1.203 2.339 0.0946
H 0.124 0.249 0.054 0.2368
```

charge = -1
HOMO-LUMO gap = 6.32 eV
HOMO = -3.09 eV



Run b
Here is the ion H3S3 with charge -1 from OMol25. Energies are from ωB97M-V/def2-TZVPD.

The geometry in XYZ format:
```
6
Properties=species:S:1:pos:R:3:nbo_charge:R:1
S 1.707 0.810 1.139 -0.5353
H 2.710 -0.058 0.948 0.1003
S -1.921 -0.999 -1.129 -0.6177
S -0.002 0.073 -0.190 -0.1565
H -2.467 -1.047 0.093 0.1037
H -0.028 1.221 -0.861 0.1055
```

charge = -1
HOMO-LUMO gap = 6.52 eV
HOMO = -2.92 eV



Q: Which of them is the least stable? A: run a.



Run a
Here is the molecule C21H27N3O4S from OMol25. Energies are from ωB97M-V/def2-TZVPD.

The geometry in XYZ format:
```
56
Properties=species:S:1:pos:R:3:nbo_charge:R:1
C 0.874 5.467 0.624 -0.6174
C 1.546 4.158 1.008 -0.0658
O 1.853 3.470 -0.190 -0.5125
C 2.373 2.225 -0.125 0.4131
C 2.762 1.590 1.052 -0.3090
C 3.268 0.300 1.011 -0.1765
C 3.380 -0.348 -0.199 -0.3804
S 3.887 -2.062 -0.246 2.3359
O 4.706 -2.340 0.898 -0.9441
O 4.395 -2.351 -1.556 -0.9425
N 2.508 -2.984 -0.068 -0.6756
C 1.935 -3.110 1.247 -0.2312
C 0.844 -2.073 1.514 -0.4073
C -0.222 -2.109 0.410 -0.3113
C -1.175 -0.945 0.651 0.6985
O -0.844 0.213 0.502 -0.6404
N -2.405 -1.300 1.089 -0.6088
C -3.445 -0.329 1.355 -0.2584
C -4.581 -0.445 0.374 0.0052
C -4.329 -0.484 -0.994 -0.2587
C -5.401 -0.601 -1.863 0.0432
N -6.659 -0.677 -1.463 -0.4180
C -6.899 -0.635 -0.165 0.0421
C -5.902 -0.524 0.794 -0.2560
C 0.447 -1.944 -0.958 -0.4112
C 1.555 -2.983 -1.147 -0.2310
C 3.030 0.284 -1.379 -0.1812
C 2.530 1.572 -1.364 -0.0659
C 2.129 2.282 -2.617 -0.6272
H 1.541 6.059 0.004 0.2143
H 0.624 6.031 1.518 0.2142
H -0.034 5.266 0.063 0.2158
H 0.872 3.549 1.625 0.1798
H 2.466 4.357 1.576 0.1716
H 2.669 2.087 2.004 0.2228
H 3.586 -0.203 1.911 0.2379
H 1.516 -4.120 1.339 0.1929
H 2.758 -3.008 1.955 0.2432
H 0.385 -2.270 2.486 0.2120
H 1.277 -1.072 1.535 0.2276
H -0.758 -3.064 0.448 0.1948
H -2.655 -2.273 1.156 0.3980
H -3.812 -0.449 2.379 0.2018
H -2.969 0.653 1.259 0.2556
H -3.317 -0.417 -1.364 0.2245
H -5.249 -0.635 -2.934 0.1936
H -7.940 -0.698 0.121 0.1928
H -6.151 -0.496 1.844 0.2147
H 0.857 -0.935 -1.019 0.2343
H -0.294 -2.061 -1.752 0.2120
H 1.113 -3.985 -1.210 0.1941
H 2.119 -2.796 -2.061 0.2389
H 3.164 -0.248 -2.308 0.2373
H 1.069 2.527 -2.578 0.2274
H 2.676 3.218 -2.706 0.2257
H 2.325 1.665 -3.489 0.2147
```

SMILES string = CCOc1ccc(S(=O)(=O)N2CCC(C(=O)NCc3ccncc3)CC2)cc1C
HOMO-LUMO gap = 9.10 eV
HOMO = -8.63 eV



Run b
Here is the molecule C21H27N3O4S from OMol25. Energies are from ωB97M-V/def2-TZVPD.

The geometry in XYZ format:
```
56
Properties=species:S:1:pos:R:3:nbo_charge:R:1
C -0.228 -6.524 -2.558 -0.5926
C 0.142 -5.042 -2.483 -0.4111
C -1.039 -4.226 -2.041 -0.0428
C -1.948 -3.729 -2.968 -0.1860
C -3.057 -3.016 -2.563 -0.2798
C -3.285 -2.785 -1.208 0.3559
O -4.407 -2.048 -0.910 -0.5198
C -4.754 -1.884 0.444 -0.1652
C -3.807 -0.967 1.234 0.6490
O -3.715 -1.045 2.440 -0.6121
N -3.151 -0.099 0.432 -0.5976
C -2.180 0.852 0.765 0.1128
C -1.544 1.534 -0.266 -0.2222
C -0.568 2.473 0.000 -0.2235
C -0.190 2.775 1.312 0.1442
N 0.741 3.761 1.625 -0.4315
C 1.326 4.575 0.582 -0.2194
C 2.556 3.897 -0.038 -0.2517
N 3.490 3.621 1.026 -0.6885
S 5.076 3.392 0.614 2.3292
C 5.161 1.776 -0.216 -0.8772
O 5.823 3.304 1.831 -0.9437
O 5.415 4.400 -0.344 -0.9448
C 2.950 2.808 2.086 -0.2506
C 1.716 3.515 2.668 -0.2112
C -0.858 2.094 2.338 -0.2288
C -1.827 1.149 2.077 -0.2215
C -2.385 -3.273 -0.271 -0.3194
C -1.278 -3.989 -0.696 -0.1816
H 0.627 -7.115 -2.879 0.2072
H -1.041 -6.676 -3.263 0.2049
H -0.551 -6.882 -1.583 0.2055
H 0.966 -4.912 -1.779 0.2066
H 0.477 -4.705 -3.467 0.2059
H -1.785 -3.902 -4.022 0.2104
H -3.765 -2.629 -3.279 0.2222
H -5.746 -1.420 0.435 0.2212
H -4.830 -2.845 0.967 0.2066
H -3.348 -0.181 -0.559 0.4114
H -1.809 1.320 -1.293 0.2062
H -0.102 2.965 -0.839 0.2028
H 0.579 4.808 -0.176 0.2161
H 1.650 5.512 1.046 0.2101
H 3.060 4.554 -0.746 0.2441
H 2.252 2.968 -0.546 0.1754
H 4.825 1.017 0.478 0.2359
H 4.543 1.815 -1.103 0.2351
H 6.196 1.613 -0.483 0.2553
H 3.733 2.696 2.835 0.2437
H 2.648 1.815 1.714 0.1771
H 1.290 2.906 3.462 0.2161
H 2.022 4.479 3.085 0.2060
H -0.637 2.321 3.369 0.2109
H -2.320 0.641 2.888 0.2555
H -2.526 -3.100 0.784 0.2282
H -0.584 -4.364 0.043 0.2113
```

SMILES string = CCc1ccc(OCC(=O)Nc2ccc(N3CCN(S(C)(=O)=O)CC3)cc2)cc1
HOMO-LUMO gap = 8.11 eV
HOMO = -7.63 eV



Q: Which of them is the least stable? A: run b.



Run a
Here is a cluster of 4 separate species, C4H16N2O4 in total from OMol25. Energies are from ωB97M-V/def2-TZVPD.

The geometry in XYZ format:
```
26
Properties=species:S:1:pos:R:3:nbo_charge:R:1
C -1.491 0.049 -1.619 -0.6292
C -1.280 1.511 -1.228 -0.2153
N -0.497 1.624 0.022 -0.6131
C 0.783 1.237 0.165 0.6659
O 1.346 1.273 1.256 -0.6893
C 1.678 0.914 -1.070 -0.3121
N 2.688 -0.071 -0.731 -0.8276
H -0.698 -0.371 -2.223 0.2194
H -1.822 -0.536 -0.772 0.2249
H -2.393 0.046 -2.247 0.2108
H -2.204 2.017 -0.980 0.2069
H -0.791 2.098 -2.005 0.1968
H -0.852 2.054 0.858 0.4118
H 1.061 0.556 -1.886 0.1884
H 2.151 1.834 -1.411 0.2120
H 2.299 -0.922 -0.328 0.3892
H 3.153 0.339 0.078 0.3595
O -1.108 -2.232 1.214 -0.9880
H -1.357 -1.353 1.553 0.5063
H -1.921 -2.667 0.952 0.4743
O -1.266 0.338 2.270 -0.9692
H -1.556 0.381 3.191 0.4758
H -0.335 0.605 2.410 0.5058
O 1.641 -2.794 0.504 -0.9719
H 2.050 -3.262 1.238 0.4673
H 0.722 -2.670 0.791 0.5005
```

SMILES string = CCNC(=O)CN.O.O.O
HOMO-LUMO gap = 9.34 eV
HOMO = -8.92 eV



Run b
Here is a cluster of 4 separate species, C4H16N2O4 in total from OMol25. Energies are from ωB97M-V/def2-TZVPD.

The geometry in XYZ format:
```
26
Properties=species:S:1:pos:R:3:nbo_charge:R:1
C -0.703 2.595 0.361 -0.6148
C -0.374 1.768 1.601 -0.4002
C -0.257 0.273 1.175 -0.1415
N 0.022 -0.706 2.190 -0.8393
C -1.410 -0.229 0.303 0.6552
N -1.519 -1.605 0.132 -0.7950
O -2.223 0.448 -0.308 -0.6109
H -0.590 3.700 0.543 0.2001
H -1.704 2.598 0.098 0.2390
H -0.235 2.117 -0.417 0.2157
H 0.599 2.150 1.989 0.1995
H -1.124 1.740 2.353 0.1976
H 0.603 0.219 0.415 0.1993
H -0.763 -0.645 2.861 0.3666
H 0.932 -0.436 2.552 0.3675
H -0.817 -2.049 0.495 0.3661
H -2.100 -2.122 -0.369 0.3933
O 2.844 -1.326 -0.373 -0.9581
H 2.973 -2.294 -0.153 0.4783
H 3.642 -0.913 0.105 0.4802
O 0.908 1.826 -2.843 -0.9424
H 1.791 2.059 -2.459 0.4704
H 0.774 0.907 -2.778 0.4746
O 0.991 -2.539 -1.445 -0.9649
H 1.902 -2.682 -1.707 0.4722
H 0.890 -1.887 -0.672 0.4915
```

SMILES string = CC[C@@H](N)C(N)=O.O.O.O
HOMO-LUMO gap = 9.19 eV
HOMO = -9.22 eV



Q: Which of them is the least stable? A: run b.



Run a
Here is the molecule C5H6O4 from OMol25. Energies are from ωB97M-V/def2-TZVPD.

The geometry in XYZ format:
```
15
Properties=species:S:1:pos:R:3:nbo_charge:R:1
C 2.807 -1.480 -0.638 -0.2175
O 1.989 -0.592 -0.015 -0.5019
C 0.687 -0.653 -0.391 0.7802
O 0.249 -1.440 -1.101 -0.5541
C -0.200 0.323 0.467 -0.2641
C -1.473 0.402 0.137 -0.2341
C -2.424 1.307 0.833 0.7443
O -3.164 1.022 1.744 -0.5764
O -2.509 2.549 0.263 -0.6766
H 2.668 -1.169 -1.834 0.1593
H 2.735 -2.439 -0.449 0.1779
H 3.740 -1.323 -0.418 0.1808
H 0.255 0.929 1.084 0.2088
H -2.040 -0.444 -0.572 0.2709
H -3.321 3.007 0.889 0.5026
```

SMILES string = COC(=O)/C=C/C(=O)O
HOMO-LUMO gap = 10.93 eV
HOMO = -10.54 eV



Run b
Here is a cluster of 3 separate species, C5H6O4 in total from OMol25. Energies are from ωB97M-V/def2-TZVPD.

The geometry in XYZ format:
```
15
Properties=species:S:1:pos:R:3:nbo_charge:R:1
C -0.406 2.073 -1.587 -0.0319
C -0.408 0.553 0.198 0.8340
C -1.106 2.381 -2.491 -0.2125
C 0.438 1.608 -0.488 -0.5547
C -0.535 -1.970 -0.185 0.9897
O -0.948 0.690 1.231 -0.4943
O -0.218 -0.659 -0.503 -0.5796
O 0.157 -2.684 -1.030 -0.6447
O -1.406 -2.231 0.608 -0.5750
H 2.071 -1.646 4.618 -0.0013
H -1.581 2.813 -3.413 0.2524
H 1.349 1.138 -0.912 0.2587
H 0.696 2.383 0.080 0.2483
H -0.148 -3.611 -0.979 0.5093
H 2.045 -0.838 4.851 0.0014
```

HOMO-LUMO gap = 10.74 eV
HOMO = -10.33 eV



Q: Which of them is the least stable? A: run b.